[1]
The following is a quantum chemistry calculation of a structure of composition C27H58NP3Sr at a distorted geometry, from the Open Molecules 2025 dataset.

Atoms and positions in Å:
P 0.98876 -3.00946 -4.84603
P -0.10038 -4.94378 -1.39399
C 0.98891 -4.61274 -4.01822
C -0.26041 -4.97983 -3.18947
H 1.92811 -4.70740 -3.44636
H 1.06726 -5.32574 -4.85524
H -1.15003 -4.40914 -3.49449
H -0.51509 -6.02797 -3.41236
C 0.93598 -6.37327 -1.06124
H 1.19844 -6.42854 -0.00184
H 1.85605 -6.31591 -1.64392
H 0.38872 -7.26859 -1.35323
C -1.70104 -5.14785 -0.62058
H -1.86886 -6.21120 -0.45245
H -2.51243 -4.77127 -1.26348
H -1.75612 -4.62688 0.34568
C 2.52419 -2.71885 -5.72848
H 2.67118 -1.63980 -5.87502
H 2.46967 -3.20677 -6.70920
H 3.36984 -3.12395 -5.16394
C -0.37959 -3.02746 -6.02090
H -1.26126 -3.50745 -5.59505
H -0.07655 -3.57030 -6.91801
H -0.64158 -2.00281 -6.31042
Sr -1.77004 0.56179 0.05767
C 0.92399 -3.50274 -0.87081
C 2.36370 -3.59536 -1.10963
C 3.25285 -2.66551 -1.79352
C 2.80597 -1.17018 -2.08467
C 1.86665 -0.87852 -3.14599
C 0.76248 -1.68295 -3.69247
C -0.36874 -1.87260 -2.56116
C 0.10979 -2.16684 -1.13757
C -0.24968 1.89811 -1.53904
H 0.81492 -3.66705 0.22146
H 2.86190 -4.30746 -0.42117
H 3.66432 -3.10325 -2.71369
H 4.14882 -2.54672 -1.15847
H 2.53170 -0.72125 -1.10521
H 3.71344 -0.60137 -2.35487
H 2.13850 -0.02593 -3.78493
H 0.27054 -0.98100 -4.40043
H -1.12472 -2.59732 -2.90443
H -0.91668 -0.89843 -2.55810
H 0.70872 -1.31447 -0.77524
H -0.78882 -2.21854 -0.49986
H -0.88067 2.59437 -2.12362
H 0.33890 1.27649 -2.22468
H 0.42108 2.49462 -0.88958
C 1.76722 2.62867 2.18672
C 0.79566 2.81939 3.36257
C 0.90318 1.54855 4.21141
C 1.21574 4.02458 4.21180
P -0.93167 2.99647 2.70443
N -1.11779 1.91134 1.57822
C -2.23681 2.60219 3.98317
C -1.92473 3.28485 5.31581
C -3.61549 3.07839 3.50655
C -2.30856 1.07856 4.19653
C -1.19499 4.65741 1.90364
C -2.37665 4.56615 0.92233
C -1.47925 5.73112 2.95779
C 0.02989 5.07130 1.08466
H 2.69354 2.18676 2.57096
H 2.03079 3.55668 1.68286
H 1.33087 1.93683 1.45729
H 1.96795 1.39456 4.43237
H 0.39079 1.61528 5.17371
H 0.54480 0.67087 3.66191
H 1.29889 4.95321 3.63862
H 0.55434 4.18855 5.07048
H 2.21618 3.80839 4.61619
H -1.82924 4.37258 5.22041
H -2.78124 3.08876 5.97885
H -1.03463 2.87931 5.80816
H -3.87852 2.69011 2.51493
H -4.35819 2.69569 4.22110
H -3.71039 4.16884 3.51136
H -2.33128 0.54314 3.23590
H -1.47114 0.69024 4.78138
H -3.23519 0.84913 4.73553
H -3.34827 4.56508 1.41978
H -2.35001 5.42540 0.23945
H -2.29670 3.65211 0.31301
H -0.67320 5.82941 3.69392
H -1.55886 6.69293 2.42891
H -2.42622 5.58128 3.48547
H 0.90435 5.29903 1.69637
H 0.28905 4.31843 0.33254
H -0.22692 5.99748 0.55116

Force components x, y, z for each atom (eV/Å):
P 0.1 -0.4 0.7
P 1.3 0.7 -1.0
C 0.7 -0.8 -0.8
C -0.8 -0.8 -0.7
H -0.3 0.3 0.1
H 0.0 -0.1 0.3
H 0.3 -0.1 0.2
H 0.1 0.2 -0.1
C -0.4 -0.4 0.2
H 0.0 0.0 -0.1
H -0.1 0.3 0.1
H 0.0 -0.2 0.1
C -0.8 -0.4 0.0
H -0.2 0.0 0.2
H 0.4 -0.1 0.2
H 0.2 -0.1 -0.2
C 0.0 -0.4 -0.5
H -0.2 -0.2 0.3
H 0.1 0.0 0.1
H -0.2 0.2 0.0
C 0.1 -0.2 -0.6
H 0.1 0.0 0.0
H -0.2 0.0 -0.1
H 0.1 -0.2 0.1
Sr 0.5 -0.2 -0.9
C 0.5 2.0 1.6
C -1.1 -1.6 0.7
C 0.9 1.7 -0.5
C 1.4 -1.0 1.0
C -0.5 0.4 -2.3
C -1.2 2.9 2.5
C -0.1 0.2 -1.2
C 0.5 -0.5 -0.1
C -0.3 0.0 -0.1
H -0.5 0.0 0.2
H -0.4 0.6 -0.3
H 0.1 0.3 -0.7
H -0.1 -0.1 -0.1
H 0.0 -0.2 0.2
H 0.0 -0.4 0.2
H -0.2 -0.3 0.2
H 0.1 -0.1 0.1
H -0.2 -0.1 0.3
H 0.6 -0.5 0.0
H -0.1 -0.4 -0.2
H -0.1 -0.1 0.0
H 0.3 -0.1 0.0
H 0.1 0.2 0.0
H -0.3 -0.3 -0.3
C 0.0 -0.2 -0.1
C 0.1 0.8 0.5
C 0.2 -0.2 0.1
C 0.6 -0.1 0.4
P -0.5 -2.8 -2.9
N 0.1 0.8 1.5
C 0.5 0.6 0.6
C -0.6 -0.1 0.6
C -0.2 -0.1 0.2
C -0.1 -0.1 -0.1
C -0.3 0.4 0.8
C -0.1 -0.2 -0.3
C 0.0 0.7 -0.3
C 0.1 0.1 -0.2
H -0.1 0.1 0.0
H -0.1 -0.1 0.0
H 0.1 0.2 0.1
H -0.2 0.0 0.0
H 0.0 0.0 -0.1
H 0.0 0.2 0.1
H -0.1 -0.2 0.1
H 0.1 0.0 -0.2
H -0.1 0.2 0.0
H 0.0 -0.2 0.1
H 0.2 0.1 0.1
H -0.2 0.1 -0.2
H 0.2 0.1 0.2
H 0.1 0.1 -0.1
H 0.0 -0.3 -0.1
H 0.1 0.3 0.3
H -0.2 0.1 -0.1
H 0.1 0.0 0.1
H 0.1 0.0 0.0
H 0.0 0.0 0.2
H 0.1 0.3 0.2
H -0.2 0.0 -0.1
H 0.0 0.0 0.2
H 0.2 0.0 -0.1
H -0.1 -0.1 -0.1
H 0.0 0.1 0.2
H 0.0 -0.1 0.1

* HOMO-LUMO gap: 3.62 eV
* F_max: 4.048 eV Å⁻¹
* M: 577.31 Da



[2]
The following is a quantum chemistry calculation of a structure of composition C32H31F3N7O3SV at a distorted geometry, from the Open Molecules 2025 dataset.

Atoms and positions in Å:
V -0.48208 -2.24853 1.82418
F -0.45267 -7.27502 3.97778
C -0.51718 -5.93639 4.14827
C -0.57147 -5.11258 3.04902
C -0.63801 -3.72478 3.22294
C -0.64565 -3.21105 4.54102
C -0.61707 -4.10212 5.60956
F -0.63670 -3.63861 6.88520
C -0.54487 -5.46461 5.45036
C -0.63435 -1.74572 4.65907
C -0.81901 -0.99682 5.82434
C -0.78632 0.37877 5.77492
C -0.56451 1.01100 4.55672
C -0.39417 0.22687 3.44172
N -0.43019 -1.11691 3.47162
H -0.58575 -5.56119 2.06240
H -0.51689 -6.13083 6.29989
H -0.99397 -1.51130 6.75453
H -0.93764 0.95733 6.67760
H -0.52797 2.08830 4.47202
H -0.21660 0.66918 2.46939
F 2.01112 3.67611 -1.73144
C 0.91755 2.90137 -1.89847
C 0.77133 1.78339 -1.13482
C -0.32172 0.94363 -1.33333
C -0.49556 -0.24723 -0.49623
O 0.32161 -0.59417 0.36865
C -1.68789 -1.00115 -0.69844
C -2.54608 -0.65321 -1.67535
N -2.35474 0.41612 -2.51082
C -3.31429 0.66464 -3.56454
C -3.74966 -0.49174 -4.40807
C -2.85611 0.56240 -4.99095
C -1.26853 1.24763 -2.32085
C -1.11442 2.42899 -3.06748
C -0.03452 3.25896 -2.87039
N 0.06337 4.44825 -3.65358
C 0.83265 5.59193 -3.17084
C 0.46497 6.81177 -4.04137
N -0.81724 6.49408 -4.76179
C -0.58119 5.41422 -5.78775
C 0.22116 4.29658 -5.09511
C -1.83588 -2.12023 0.27989
O -1.24963 -3.25330 0.01359
O -2.45042 -1.83425 1.40640
H 1.51028 1.52707 -0.38515
H -3.45616 -1.20849 -1.85765
H -4.05925 1.41374 -3.32302
H -4.78678 -0.51912 -4.70964
H -3.30691 -1.45639 -4.20231
H -3.27507 1.25560 -5.70865
H -1.81997 0.29379 -5.15144
H -1.86781 2.71219 -3.79074
H 1.91149 5.44312 -3.23620
H 0.57834 5.78078 -2.13069
H 1.20230 7.01039 -4.81594
H 0.31331 7.71498 -3.45670
H -1.24229 7.32032 -5.17763
H -1.46284 6.10525 -4.07091
H -0.04139 5.87091 -6.61420
H -1.56047 5.08877 -6.13144
H 1.27731 4.35461 -5.38409
H -0.15340 3.32777 -5.41153
C 5.35076 -3.99389 4.17769
C 4.63609 -2.68626 3.84628
C 3.55254 -2.84244 2.82615
N 2.35668 -2.42831 2.98635
N 1.53609 -2.69526 1.88904
C 2.17541 -3.32168 0.92554
N 1.58924 -3.71049 -0.21655
S 3.82740 -3.63768 1.28726
H 6.06874 -3.84003 4.98257
H 5.90093 -4.38421 3.31872
H 4.64027 -4.75768 4.49616
H 5.35230 -1.94116 3.48999
H 4.15393 -2.27056 4.73083
H 0.57664 -3.59158 -0.31807
H 2.10949 -4.23386 -0.89348

Force components x, y, z for each atom (eV/Å):
V -0.6 0.3 -2.2
F 0.0 0.0 0.0
C 0.0 -0.1 0.2
C -0.1 0.2 -0.1
C -0.3 -0.4 0.4
C 0.0 0.0 -0.1
C 0.0 0.2 0.1
F 0.0 -0.1 0.0
C 0.0 0.0 -0.1
C 0.0 0.0 -0.3
C 0.0 -0.2 0.1
C 0.0 0.1 0.0
C 0.0 0.1 0.1
C 0.1 -0.3 0.0
N 0.1 0.7 1.1
H 0.0 0.0 0.0
H 0.0 0.0 0.0
H 0.0 0.0 0.0
H 0.0 0.0 0.0
H 0.0 0.0 0.0
H 0.0 0.0 0.0
F 0.0 0.0 0.0
C -0.1 0.1 -0.2
C 0.2 0.0 0.1
C -0.1 -0.3 0.1
C 0.0 0.1 -0.2
O 0.2 0.1 0.4
C -0.1 0.1 -0.1
C -0.2 0.0 0.0
N 0.1 0.0 -0.1
C 0.1 0.0 0.1
C 0.0 0.0 0.0
C 0.0 0.0 0.0
C -0.1 0.1 -0.1
C -0.2 -0.1 0.0
C 0.3 0.2 0.1
N 0.0 0.0 -0.1
C -0.1 0.0 0.0
C -0.2 0.0 -0.1
N 0.1 -0.2 0.0
C 0.0 0.2 0.1
C 0.0 0.0 0.1
C 0.3 -0.5 1.2
O -0.3 0.4 0.2
O 0.2 -0.5 -0.8
H 0.0 0.0 0.0
H 0.0 0.0 0.0
H 0.0 0.0 0.0
H 0.0 0.0 0.0
H 0.0 0.0 0.0
H 0.0 0.0 0.0
H 0.0 0.0 0.0
H 0.0 0.0 0.0
H 0.0 0.0 0.0
H 0.0 0.0 0.0
H 0.0 0.0 0.0
H 0.0 0.0 0.0
H 0.0 0.0 -0.1
H 0.0 0.0 0.0
H 0.0 0.0 0.0
H 0.0 -0.1 0.0
H 0.0 0.0 0.0
H 0.0 0.0 0.0
C 0.0 0.0 0.0
C -0.1 0.0 0.0
C 0.2 0.0 0.1
N -0.4 -0.1 -0.5
N 1.2 0.1 0.5
C -0.4 0.0 0.0
N 0.0 0.1 0.0
S 0.2 0.0 0.0
H 0.0 0.0 0.0
H 0.0 0.0 0.0
H 0.0 0.0 0.0
H 0.0 0.0 0.0
H 0.0 0.0 0.0
H 0.0 0.0 0.0
H 0.0 -0.1 0.0

* HOMO-LUMO gap (spin up / spin down): 4.45 / 3.66 eV
* F_max: 2.270 eV Å⁻¹
* spin multiplicity: 2
* M: 701.65 Da
* total charge: +1



Question: The lowest M belongs to which entry?
Answer: C27H58NP3Sr